Density functional theory data (ωB97M-V with the def2-TZVPD basis set) for 2 unconnected molecules or ions with the total composition C5H12O at a distorted geometry.

Energy above the lowest of the compared OMol25 structures with the same formula, charge and spin = 2.068 eV
HOMO energy = -9.149 eV
HOMO-LUMO gap = 10.03 eV

Cartesian coordinates (Å):
C (2.43230, -0.54594, 1.77377)
C (2.87431, 0.50885, 1.09695)
C (2.11895, 1.45992, 0.23079)
H (2.76647, -0.91035, 2.73630)
H (1.48987, -1.02128, 1.49387)
H (3.95023, 0.70288, 1.14697)
H (1.04142, 1.45525, 0.34409)
H (2.37924, 1.16485, -0.79363)
H (2.48791, 2.47854, 0.33692)
C (-2.36876, -0.01257, -1.58934)
C (-2.51291, -1.29403, -0.78647)
O (-2.32946, -1.03881, 0.62505)
H (-1.38907, 0.45756, -1.50488)
H (-3.08307, 0.71058, -1.17503)
H (-2.75925, -0.14156, -2.59836)
H (-3.54453, -1.64738, -0.81056)
H (-1.82335, -2.04115, -1.17082)
H (-1.73028, -0.28536, 0.64437)

Here is what Mulliken gives for the atomic charges, in e: -0.64 0.01 -0.89 0.25 0.20 0.27 0.22 0.26 0.32 -1.08 -0.16 -0.50 0.29 0.33 0.34 0.26 0.23 0.28